# 1
{
  "formula": "C23H48F6N4O8S3ScSi",
  "method": "wB97M-V/def2-TZVPD",
  "symbols": ["Sc", "F", "C", "F", "F", "S", "O", "O", "N", "S", "O", "O", "C", "F", "F", "F", "C", "C", "C", "C", "O", "Si", "S", "O", "C", "C", "C", "C", "O", "C", "C", "C", "C", "H", "H", "H", "H", "H", "H", "H", "H", "H", "H", "H", "H", "H", "H", "H", "H", "H", "H", "H", "H", "H", "H", "H", "H", "H", "H", "H", "C", "C", "C", "O", "C", "H", "H", "H", "H", "H", "H", "H", "H", "C", "N", "C", "C", "N", "N", "C", "C", "H", "H", "H", "H", "H", "H", "H", "H", "H", "H", "H", "H", "H"],
  "coordinates": [[0.407, -0.544, 1.055], [-1.732, -4.706, 1.836], [-1.795, -5.118, 3.138], [-0.881, -6.045, 3.317], [-2.998, -5.631, 3.333], [-1.595, -3.606, 4.227], [-1.523, -1.775, 1.523], [-1.790, -4.102, 5.577], [0.048, -3.493, 3.974], [0.863, -2.637, 3.050], [0.798, -2.879, 1.592], [0.815, -1.166, 3.204], [2.542, -3.175, 3.610], [2.670, -4.476, 3.434], [3.487, -2.552, 2.904], [2.691, -2.867, 4.887], [-3.467, -0.652, -1.444], [-2.306, -1.249, -0.672], [-2.716, -1.531, 0.762], [-1.742, -2.480, -1.366], [-1.223, -0.292, -0.485], [-0.732, 0.961, -1.524], [0.971, 1.463, -0.470], [-1.901, 2.059, -1.752], [-2.344, 3.240, -1.048], [-3.654, 3.638, -1.711], [-2.559, 2.904, 0.421], [-1.301, 4.338, -1.211], [-0.536, 0.172, -2.938], [-0.462, 0.685, -4.290], [-1.879, 0.878, -4.819], [0.264, -0.383, -5.094], [0.311, 1.997, -4.306], [-4.284, -1.374, -1.476], [-3.173, -0.418, -2.466], [-3.823, 0.263, -0.971], [-3.389, -2.385, 0.839], [-3.194, -0.651, 1.189], [-1.290, -2.708, 1.410], [-2.521, -3.233, -1.497], [-0.927, -2.930, -0.792], [-1.357, -2.198, -2.345], [-4.385, 2.833, -1.625], [-3.491, 3.845, -2.769], [-4.062, 4.532, -1.240], [-3.306, 2.113, 0.524], [-2.919, 3.783, 0.958], [-1.624, 2.570, 0.873], [-1.145, 4.553, -2.269], [-0.351, 4.036, -0.770], [-1.641, 5.252, -0.724], [-2.415, -0.072, -4.808], [-1.852, 1.241, -5.847], [-2.419, 1.599, -4.207], [-0.273, -1.330, -5.032], [1.277, -0.532, -4.716], [0.327, -0.088, -6.141], [-0.216, 2.765, -3.737], [0.423, 2.350, -5.331], [1.306, 1.868, -3.875], [-1.470, 1.870, 4.273], [0.045, 2.046, 4.343], [0.445, 1.909, 2.888], [-0.508, 0.957, 2.322], [-1.617, 0.762, 3.249], [-1.944, 2.787, 3.918], [-1.915, 1.597, 5.228], [0.496, 1.249, 4.936], [0.346, 3.006, 4.755], [1.451, 1.513, 2.743], [0.347, 2.840, 2.326], [-1.520, -0.228, 3.694], [-2.537, 0.826, 2.670], [4.844, 1.045, 1.388], [4.631, 0.166, 0.251], [5.833, -0.252, -0.458], [3.440, -0.455, 0.093], [2.577, -0.567, 1.090], [3.155, -0.977, -1.120], [2.064, -1.922, -1.253], [3.507, -0.286, -2.356], [5.145, 0.497, 2.288], [3.938, 1.613, 1.591], [5.640, 1.744, 1.138], [6.219, 0.547, -1.093], [5.625, -1.126, -1.069], [6.602, -0.518, 0.269], [3.060, -0.481, 1.975], [2.009, -2.567, -0.379], [2.236, -2.542, -2.133], [1.104, -1.407, -1.424], [4.088, 0.606, -2.141], [2.585, 0.027, -2.851], [4.072, -0.942, -3.020]],
  "atomic_forces_ev_per_a": [[-0.3, 0.4, 0.0], [0.0, 0.1, 0.0], [0.0, 0.0, -0.2], [0.1, 0.0, 0.1], [-0.1, 0.0, 0.1], [-0.1, 0.1, 0.2], [-0.1, -0.1, -0.1], [0.0, 0.0, -0.1], [0.0, -0.1, -0.2], [0.2, -0.2, 0.1], [0.0, -0.1, 0.0], [0.0, 0.1, 0.1], [0.0, 0.0, 0.0], [0.0, 0.0, 0.0], [0.0, 0.0, 0.0], [0.0, 0.0, 0.0], [0.1, 0.0, 0.0], [0.0, 0.0, 0.0], [0.0, 0.0, -0.1], [0.0, 0.0, 0.0], [0.0, -0.2, 0.0], [0.1, 0.0, -0.1], [0.0, 0.0, -0.1], [0.1, 0.0, 0.0], [0.0, 0.0, 0.0], [0.0, 0.0, 0.0], [0.0, 0.0, 0.0], [0.0, 0.0, 0.0], [0.0, 0.0, 0.1], [0.0, 0.0, -0.1], [0.1, 0.0, 0.1], [0.0, 0.0, 0.0], [0.0, 0.0, 0.0], [0.0, 0.0, 0.0], [0.0, 0.0, 0.0], [0.0, 0.0, 0.0], [0.0, 0.0, 0.0], [0.0, 0.0, 0.0], [0.0, 0.0, 0.1], [0.0, 0.0, 0.0], [0.0, 0.0, 0.0], [0.0, 0.0, 0.0], [0.0, 0.0, 0.0], [0.0, 0.0, 0.0], [0.0, 0.0, 0.0], [0.0, 0.0, 0.0], [0.0, 0.0, 0.0], [0.0, 0.0, 0.0], [0.0, 0.0, 0.0], [0.0, 0.0, 0.0], [0.0, 0.0, 0.0], [0.0, 0.0, 0.0], [0.0, 0.0, 0.0], [0.0, 0.0, 0.0], [0.0, 0.0, 0.0], [0.0, 0.0, 0.0], [0.0, 0.0, 0.0], [0.0, 0.0, 0.0], [0.0, 0.0, 0.0], [0.0, 0.0, 0.0], [0.0, 0.0, 0.0], [0.0, 0.0, 0.0], [0.0, 0.1, 0.0], [0.0, -0.1, 0.0], [0.0, 0.0, 0.0], [0.0, 0.0, 0.0], [0.0, 0.0, 0.0], [0.0, 0.0, 0.0], [0.0, 0.0, 0.0], [0.0, 0.0, 0.0], [0.0, 0.0, 0.0], [0.0, 0.0, 0.0], [0.0, 0.0, 0.0], [0.0, 0.0, 0.0], [0.0, 0.0, 0.0], [0.0, 0.0, 0.0], [0.0, 0.0, 0.1], [0.2, 0.0, -0.2], [-0.1, 0.0, -0.1], [-0.1, 0.0, 0.0], [0.0, 0.0, 0.0], [0.0, 0.0, 0.0], [0.0, 0.0, 0.0], [0.0, 0.0, 0.0], [0.0, 0.0, 0.0], [0.0, 0.0, 0.0], [0.0, 0.0, 0.0], [-0.2, 0.0, 0.1], [0.0, 0.0, 0.0], [0.0, 0.0, 0.0], [0.0, 0.0, 0.0], [0.0, 0.0, 0.0], [0.0, 0.0, 0.0], [0.0, 0.0, 0.0]],
  "e_homo_ev": -11.54,
  "relative_energy_kj_mol": 94.5,
  "total_charge": 1,
  "fmax_ev_per_a": 0.44,
  "e_tot_ev": -124363.0869
}



# 2
{
  "formula": "C9H7F3O2S",
  "method": "wB97M-V/def2-TZVPD",
  "symbols": ["C", "C", "C", "C", "C", "C", "C", "C", "C", "O", "O", "F", "F", "F", "S", "H", "H", "H", "H", "H", "H", "H"],
  "coordinates": [[0.437, -0.166, -0.713], [-1.962, 0.393, -0.496], [0.183, -1.410, -0.070], [-2.138, -0.705, 0.300], [-0.713, 0.671, -1.191], [-1.066, -1.610, 0.466], [-0.537, 1.881, -1.763], [-1.108, -2.720, 1.411], [2.784, 1.009, 0.537], [0.391, 2.215, 0.537], [-0.217, -3.329, 1.955], [2.860, 1.835, -0.476], [3.419, 1.576, 1.599], [3.430, -0.152, 0.395], [0.927, 0.966, 0.956], [1.321, -0.280, -1.255], [-2.687, 1.241, -0.562], [0.817, -2.247, 0.064], [-3.101, -0.868, 0.845], [-1.415, 2.404, -2.089], [0.419, 2.263, -2.241], [-2.044, -2.966, 1.790]],
  "atomic_forces_ev_per_a": [[-0.4, 0.6, 0.5], [-0.8, 0.2, 0.3], [-3.7, -0.6, 0.4], [-1.4, 1.6, -0.2], [1.0, -0.4, 0.9], [2.8, -0.9, -0.2], [1.3, -0.6, -1.7], [0.1, -0.3, 0.8], [-0.1, 0.5, 2.1], [-0.4, 3.5, 0.0], [1.2, 0.2, -0.8], [0.9, -0.2, -1.0], [-0.4, 0.3, -0.3], [-0.7, 0.1, -1.0], [0.9, -3.1, 0.3], [1.3, 0.8, -1.4], [0.3, -1.2, 0.0], [1.3, -0.1, 0.1], [1.0, 0.2, -0.5], [-0.4, 0.6, 0.4], [-1.2, -0.8, 0.9], [-2.7, -0.4, 0.4]],
  "e_homo_ev": -8.39,
  "relative_energy_kj_mol": 122.7,
  "fmax_ev_per_a": 3.73,
  "e_tot_ev": -32525.2762
}



# 3
{
  "formula": "C26H36N4O5S5SiSr",
  "method": "wB97M-V/def2-TZVPD",
  "symbols": ["Sr", "S", "C", "C", "N", "C", "S", "C", "N", "O", "C", "C", "C", "C", "C", "C", "C", "O", "N", "N", "C", "S", "C", "C", "S", "H", "H", "H", "H", "H", "H", "H", "H", "H", "C", "C", "C", "C", "O", "Si", "S", "O", "C", "C", "C", "C", "O", "C", "C", "C", "C", "H", "H", "H", "H", "H", "H", "H", "H", "H", "H", "H", "H", "H", "H", "H", "H", "H", "H", "H", "H", "H", "H", "H", "H", "H", "H", "H"],
  "coordinates": [[0.151, 0.148, -0.418], [2.324, -1.252, 0.850], [2.024, -2.922, 0.418], [3.172, -3.798, 0.590], [4.102, -4.462, 0.734], [0.866, -3.481, -0.030], [-0.675, -2.698, -0.298], [0.870, -4.908, -0.304], [0.828, -6.038, -0.532], [-3.790, 3.091, 3.125], [-4.347, 2.958, 1.910], [-5.626, 3.486, 1.724], [-6.255, 3.391, 0.497], [-5.626, 2.763, -0.574], [-4.362, 2.228, -0.387], [-3.703, 2.309, 0.836], [-2.344, 1.685, 0.936], [-1.931, 0.998, -0.044], [-1.687, 1.925, 2.053], [-0.442, 1.287, 2.106], [0.288, 1.709, 3.056], [1.894, 1.043, 3.336], [2.049, 1.775, 4.977], [1.411, 3.149, 4.947], [-0.215, 2.989, 4.174], [-2.871, 2.688, 3.047], [-6.102, 3.970, 2.568], [-7.248, 3.809, 0.374], [-6.116, 2.686, -1.536], [-3.846, 1.722, -1.192], [3.113, 1.820, 5.210], [1.551, 1.138, 5.710], [2.023, 3.843, 4.370], [1.268, 3.550, 5.952], [-1.416, 5.436, -4.032], [0.088, 5.478, -3.800], [0.384, 5.760, -2.331], [0.750, 6.528, -4.687], [0.583, 4.209, -4.211], [1.830, 3.278, -3.638], [1.498, 2.395, -1.832], [3.129, 4.311, -3.654], [4.525, 4.049, -3.624], [5.152, 5.197, -2.845], [4.833, 2.717, -2.947], [5.021, 4.035, -5.066], [2.120, 2.213, -4.874], [1.258, 1.536, -5.780], [0.849, 2.488, -6.900], [0.030, 1.004, -5.047], [2.080, 0.385, -6.343], [-1.879, 6.392, -3.772], [-1.861, 4.652, -3.417], [-1.626, 5.216, -5.081], [-0.044, 6.728, -2.057], [1.460, 5.787, -2.147], [-0.040, 4.984, -1.693], [0.419, 7.535, -4.415], [0.499, 6.347, -5.735], [1.833, 6.465, -4.574], [4.779, 5.191, -1.819], [4.882, 6.149, -3.306], [6.241, 5.108, -2.826], [4.433, 2.696, -1.933], [5.916, 2.571, -2.910], [4.387, 1.884, -3.496], [4.810, 4.994, -5.545], [4.503, 3.250, -5.620], [6.098, 3.847, -5.108], [0.337, 3.357, -6.486], [0.183, 1.980, -7.603], [1.735, 2.829, -7.441], [-0.565, 1.825, -4.644], [0.341, 0.369, -4.216], [-0.593, 0.416, -5.725], [2.977, 0.775, -6.830], [1.501, -0.186, -7.073], [2.388, -0.282, -5.537]],
  "atomic_forces_ev_per_a": [[0.8, -0.4, -0.1], [0.2, -0.4, 0.0], [0.5, -0.1, 0.2], [-0.3, 0.3, -0.1], [0.0, 0.0, 0.0], [-0.2, -0.4, -0.1], [0.2, 0.1, -0.1], [0.0, 0.5, 0.1], [0.0, -0.1, 0.0], [0.4, -0.2, -0.1], [0.0, -0.1, -0.1], [0.0, 0.0, 0.0], [0.0, 0.0, 0.0], [0.0, 0.0, 0.1], [-0.1, 0.0, 0.0], [0.0, 0.0, 0.1], [-0.1, -0.1, -0.2], [-0.9, 0.5, 0.3], [0.1, -0.1, 0.1], [-0.2, 0.3, -0.1], [0.1, -0.1, 0.0], [0.0, 0.0, -0.1], [0.0, 0.0, 0.1], [0.1, 0.0, 0.0], [-0.1, 0.0, 0.0], [-0.2, 0.1, 0.0], [0.0, 0.0, 0.0], [0.0, 0.0, 0.0], [0.0, 0.0, 0.0], [0.0, 0.0, 0.0], [0.0, 0.0, 0.0], [0.0, 0.0, 0.0], [0.0, 0.0, 0.0], [0.0, 0.0, 0.0], [-0.1, 0.0, 0.0], [0.1, -0.2, 0.0], [0.0, 0.0, 0.0], [0.0, 0.1, 0.0], [0.0, 0.0, 0.0], [-0.1, -0.1, -0.1], [-0.1, 0.0, 0.2], [-0.1, 0.1, 0.0], [-0.1, -0.2, 0.0], [0.1, 0.0, 0.0], [0.1, 0.0, 0.0], [0.1, 0.0, -0.1], [0.1, 0.1, -0.2], [0.0, 0.0, 0.3], [0.0, 0.0, -0.1], [0.0, 0.0, 0.0], [0.0, -0.1, 0.0], [0.0, 0.0, 0.0], [0.0, 0.0, 0.0], [0.0, 0.0, 0.0], [0.0, 0.0, 0.0], [0.0, 0.0, 0.0], [0.0, 0.0, 0.0], [0.0, 0.0, 0.0], [0.0, 0.0, 0.0], [0.0, 0.0, 0.0], [0.0, 0.0, 0.0], [0.0, 0.0, 0.0], [0.0, 0.0, 0.0], [0.0, 0.0, 0.0], [0.0, 0.0, 0.0], [0.0, 0.1, 0.0], [0.0, 0.0, 0.0], [0.0, 0.0, 0.0], [0.0, 0.0, 0.0], [0.0, 0.0, 0.0], [0.0, 0.0, 0.0], [0.0, 0.0, 0.0], [0.0, 0.0, 0.0], [0.0, 0.0, 0.0], [0.0, 0.0, 0.0], [0.0, 0.0, 0.0], [0.0, 0.0, 0.0], [0.0, 0.0, 0.0]],
  "e_homo_ev": -1.74,
  "relative_energy_kj_mol": 0.0,
  "total_charge": -2,
  "fmax_ev_per_a": 1.05,
  "e_tot_ev": -106645.1573
}



# 4
{
  "formula": "C6H9N2",
  "method": "wB97M-V/def2-TZVPD",
  "symbols": ["C", "C", "C", "C", "C", "C", "N", "N", "H", "H", "H", "H", "H", "H", "H", "H", "H"],
  "coordinates": [[-0.859, -0.980, -0.362], [-1.929, -0.786, 0.655], [1.268, -0.152, 0.072], [0.325, 1.018, 0.025], [-1.048, 0.517, -0.623], [-2.396, 0.390, 0.136], [0.711, -1.324, -0.158], [2.509, 0.094, 0.286], [-1.140, -1.690, -1.140], [-2.458, -1.544, 1.192], [0.337, 1.490, 0.979], [0.778, 1.746, -0.491], [-1.092, 0.900, -1.749], [-3.265, 1.147, 0.217], [1.062, -2.162, 0.242], [2.725, 1.061, 0.469], [3.261, -0.623, 0.177]],
  "atomic_forces_ev_per_a": [[0.6, -1.6, -0.6], [1.9, -7.0, 3.8], [-1.8, -0.2, -0.3], [-1.8, -2.2, 0.9], [0.7, 1.3, -2.4], [-1.4, 8.0, -3.5], [-3.0, 2.7, 0.2], [2.4, -0.8, 0.1], [-0.2, 0.0, -0.1], [-0.1, -0.4, 0.4], [-0.7, -0.1, 1.4], [1.4, 2.7, -2.7], [0.1, -0.8, 2.4], [1.7, -1.8, 0.1], [0.2, -0.9, 0.1], [0.7, -0.1, 0.0], [-1.0, 1.1, 0.4]],
  "e_homo_ev": [-9.92, -14.95],
  "relative_energy_kj_mol": 214.9,
  "total_charge": 1,
  "spin_multiplicity": 3,
  "fmax_ev_per_a": 8.83,
  "e_tot_ev": -9335.3370
}



# 5
{
  "formula": "C4H31N2O10S",
  "method": "wB97M-V/def2-TZVPD",
  "symbols": ["C", "N", "C", "C", "S", "C", "N", "H", "H", "H", "H", "H", "H", "H", "H", "H", "H", "H", "H", "H", "O", "H", "H", "O", "H", "H", "O", "H", "H", "O", "H", "H", "O", "H", "H", "O", "H", "H", "O", "H", "H", "O", "H", "H", "O", "H", "H", "O"],
  "coordinates": [[0.274, 1.308, 0.329], [-0.841, 0.324, 0.354], [-0.956, -0.623, -0.785], [-0.708, -2.035, -0.316], [1.143, -2.157, 0.056], [-2.342, -0.418, -1.375], [-3.374, -0.329, -0.338], [-0.284, 2.241, 0.547], [1.104, 0.848, 0.899], [0.804, 1.248, -0.689], [-0.872, -0.177, 1.249], [-0.269, -0.191, -1.500], [-1.059, -2.773, -1.053], [-1.208, -2.401, 0.575], [-2.499, -1.297, -2.048], [-2.299, 0.450, -2.065], [-3.242, -0.993, 0.401], [-4.335, -0.449, -0.737], [-2.270, 1.256, 1.656], [-3.585, 0.864, 1.214], [-3.177, 1.374, 1.943], [0.087, -0.448, -4.708], [-0.759, -0.664, -3.515], [-0.809, -0.707, -4.470], [3.354, 1.901, -0.449], [3.279, 3.453, -0.057], [3.826, 2.723, -0.397], [0.425, 2.219, -2.579], [0.512, 1.883, -4.129], [0.838, 1.655, -3.254], [3.191, -0.512, -1.368], [4.313, 0.525, -1.453], [3.727, -0.012, -1.984], [2.764, -2.370, 2.709], [2.659, -1.507, 1.563], [3.330, -1.719, 2.284], [-0.531, 4.615, -0.863], [-0.331, 3.046, -0.707], [-0.455, 3.772, -1.385], [2.563, 0.170, 3.955], [3.765, -0.263, 3.111], [3.367, 0.555, 3.604], [0.490, -2.527, 2.343], [-0.751, -2.870, 3.400], [-0.386, -2.333, 2.711], [-2.199, -2.001, 2.029], [-3.115, -2.540, 3.085], [-3.158, -2.112, 2.206]],
  "atomic_forces_ev_per_a": [[-0.2, -2.5, -1.4], [0.4, 0.0, 0.2], [-1.3, 1.4, 1.8], [1.8, -0.7, -0.5], [-0.6, -0.5, -0.2], [-0.3, -1.0, -1.0], [-1.5, 0.6, -1.4], [1.6, -0.1, 0.7], [-0.3, 1.3, 0.8], [-1.2, 0.6, 1.0], [0.5, 0.2, -0.6], [0.6, -0.9, -0.5], [0.6, 0.2, -0.3], [-0.2, 0.8, 0.1], [-0.2, 0.4, 0.2], [-0.5, 0.0, 0.7], [0.0, -0.5, 0.1], [1.4, -0.1, 0.5], [0.5, 0.1, -0.1], [0.0, 0.3, 0.2], [-0.5, 0.0, 0.0], [0.0, -0.1, -0.1], [-0.1, 0.0, 0.4], [0.1, 0.0, -0.3], [-0.9, -0.2, 0.1], [0.0, -1.0, -0.2], [0.8, 1.2, 0.1], [0.0, 0.1, -0.8], [-0.3, 0.4, 0.3], [0.2, -0.3, 0.4], [-0.4, -0.5, 0.3], [0.3, 0.1, 0.1], [0.1, 0.2, -0.4], [0.4, -0.3, 0.5], [0.8, 0.2, 0.3], [-1.1, -0.3, -1.1], [0.1, -1.4, -0.8], [-0.3, 1.4, -1.1], [0.1, 0.3, 1.5], [-0.2, 0.0, 0.0], [-1.2, 1.9, 1.1], [1.3, -1.4, -0.8], [-0.1, -0.5, -0.3], [0.7, -0.8, 0.5], [-0.8, 1.4, -0.1], [-0.5, 0.0, 0.1], [-0.4, 0.4, -0.7], [0.7, -0.5, 0.8]],
  "e_homo_ev": -4.48,
  "relative_energy_kj_mol": 113.9,
  "total_charge": -1,
  "fmax_ev_per_a": 2.87,
  "e_tot_ev": -38941.9279
}



# 6
{
  "formula": "CH5S3",
  "method": "wB97M-V/def2-TZVPD",
  "symbols": ["S", "H", "C", "S", "S", "H", "H", "H", "H"],
  "coordinates": [[2.046, 2.591, -0.015], [3.182, 1.930, -0.107], [-1.680, -1.096, 0.094], [-0.324, -0.730, -1.237], [1.210, -0.630, 0.197], [-1.200, -0.832, 1.105], [-2.591, -0.438, -0.132], [-2.054, -2.035, 0.434], [1.412, 1.240, -0.339]],
  "atomic_forces_ev_per_a": [[-1.0, -0.5, -0.6], [0.6, -0.1, 0.0], [0.1, 2.6, 0.8], [-1.1, -1.1, 2.3], [0.1, -0.1, -1.0], [-0.5, 0.6, -1.7], [1.3, -0.8, 0.4], [-0.1, -1.6, -1.2], [0.6, 1.0, 0.9]],
  "e_homo_ev": -2.83,
  "relative_energy_kj_mol": 99.1,
  "total_charge": -1,
  "fmax_ev_per_a": 2.75,
  "e_tot_ev": -33624.2770
}